# C28H44I2N3ReSSi

A molecular structure, C28H44I2N3ReSSi (ωB97M-V/def2-TZVPD, the OMol25 dataset).

**Energy relative to the best compared isomer or geometry (same formula, charge and spin)**: 66.63 kJ/mol
**Electronic energy**: -2617.9784 Eh
**Gap between HOMO and LUMO (alpha / beta)**: 6.11 / 6.32 eV
**E_HOMO (alpha / beta)**: -16.6 / -16.6 eV
**Charge**: +3
**2S+1**: 2

CARTESIAN COORDINATES (ANGSTROEM)
Re: 1.540 -0.281 1.022
C: 1.317 1.595 0.491
Si: 2.155 1.158 -1.266
C: 1.299 -0.499 -1.761
N: 1.309 -1.499 -0.632
C: 2.618 -2.273 -0.514
C: 2.447 -3.777 -0.667
C: 1.659 -4.064 -1.941
C: 0.269 -3.399 -1.889
C: 0.147 -2.444 -0.710
C: 3.872 0.708 -0.724
C: 4.722 0.054 -1.634
C: 5.970 -0.394 -1.246
C: 6.400 -0.223 0.072
C: 5.597 0.441 0.981
C: 4.345 0.918 0.584
C: 1.847 2.473 -2.489
C: 0.603 2.628 -3.113
C: 0.421 3.626 -4.053
C: 1.475 4.476 -4.373
C: 2.711 4.334 -3.756
C: 2.900 3.338 -2.809
H: 0.310 1.997 0.394
H: 1.991 2.339 0.926
H: 1.765 -0.935 -2.649
H: 0.254 -0.301 -2.007
H: 3.091 -2.043 0.467
H: 3.300 -1.883 -1.263
H: 1.969 -4.217 0.210
H: 3.446 -4.209 -0.722
H: 1.565 -5.139 -2.084
H: 2.224 -3.692 -2.798
H: -0.515 -4.147 -1.771
H: 0.049 -2.876 -2.820
H: 0.118 -2.987 0.234
H: -0.750 -1.829 -0.773
H: 4.410 -0.088 -2.664
H: 6.623 -0.868 -1.968
H: 7.379 -0.576 0.369
H: 5.962 0.640 1.981
H: 3.807 1.556 1.274
H: -0.227 1.969 -2.877
H: -0.536 3.745 -4.542
H: 1.331 5.254 -5.111
H: 3.526 4.997 -4.012
H: 3.868 3.234 -2.332
C: -5.720 -1.748 0.970
C: -5.128 -3.041 1.532
C: -3.748 -2.922 2.182
C: -2.604 -2.549 1.241
N: -2.655 -1.118 0.872
C: -1.880 -0.144 1.301
S: -0.382 -0.509 2.221
N: -2.223 1.119 1.113
C: -1.779 2.295 1.892
C: -2.699 2.548 3.083
C: -4.180 2.663 2.721
C: -4.485 3.754 1.701
H: -6.781 -1.874 0.759
H: -5.278 -1.459 0.007
H: -5.631 -0.919 1.678
H: -5.092 -3.798 0.744
H: -5.806 -3.434 2.289
H: -3.489 -3.886 2.624
H: -3.773 -2.202 3.006
H: -2.656 -3.135 0.321
H: -1.642 -2.731 1.714
H: -3.557 -0.840 0.494
H: -3.110 1.271 0.642
H: -1.780 3.141 1.205
H: -0.758 2.125 2.225
H: -2.362 3.477 3.548
H: -2.552 1.754 3.822
H: -4.732 2.860 3.640
H: -4.559 1.696 2.367
H: -4.131 4.725 2.049
H: -5.556 3.836 1.530
H: -4.021 3.568 0.726
I: 2.870 -0.486 3.311
I: 1.297 -0.873 5.434

Results of the Löwdin charge analysis, in e, for atoms 1 through 5:
1 Re 0.775
2 C -0.314
3 Si 0.670
4 C -0.171
5 N -0.332